{
  "formula": "C44H68N11O6ScSeSi",
  "method": "wB97M-V/def2-TZVPD",
  "symbols": ["Sc", "O", "C", "O", "C", "C", "C", "C", "C", "O", "C", "C", "O", "O", "H", "H", "H", "H", "H", "H", "H", "H", "C", "N", "C", "C", "N", "C", "C", "C", "C", "C", "C", "C", "C", "C", "N", "C", "N", "C", "C", "N", "C", "C", "C", "N", "C", "C", "H", "H", "H", "H", "H", "H", "H", "H", "H", "H", "H", "H", "H", "H", "H", "H", "H", "H", "H", "H", "H", "H", "H", "H", "H", "H", "H", "H", "H", "H", "C", "N", "C", "C", "N", "N", "C", "C", "H", "H", "H", "H", "H", "H", "H", "H", "H", "H", "H", "H", "H", "C", "N", "C", "Se", "N", "C", "C", "C", "C", "C", "C", "H", "H", "H", "H", "H", "H", "H", "H", "C", "Si", "C", "C", "O", "H", "H", "H", "H", "H", "H", "H", "H", "H"],
  "xyz": [[-0.2546, -0.6509, -0.2230], [-1.4700, -4.1597, 0.9137], [-1.6199, -2.9658, 1.0953], [-0.6500, -2.0933, 1.0668], [-2.9910, -2.3988, 1.4223], [-2.8865, -1.1442, 2.3002], [-4.2509, -0.8036, 2.9051], [-4.9908, -0.2195, 1.6766], [-3.9217, -0.3611, 0.5949], [-2.7073, -0.1015, 1.3208], [-3.7654, -1.8370, 0.1805], [-3.0425, -1.8880, -1.1596], [-3.5624, -2.3481, -2.1549], [-1.8650, -1.3200, -1.1465], [-3.5582, -3.1979, 1.8969], [-2.0490, -1.1383, 2.9903], [-4.1431, -0.0617, 3.6960], [-4.7392, -1.6835, 3.3249], [-5.2360, 0.8328, 1.8211], [-5.9055, -0.7553, 1.4222], [-4.0089, 0.3201, -0.2323], [-4.7286, -2.3258, 0.0530], [-0.8277, -1.6091, -4.1545], [-0.9322, -0.3320, -4.8417], [-0.3985, -0.2831, -6.1836], [-1.6122, 0.6968, -4.2634], [-1.5497, 0.8513, -2.9762], [-2.6412, 1.4116, -2.3347], [-3.9208, 1.1227, -2.7770], [-5.0536, 1.7791, -2.2740], [-4.9108, 2.7205, -1.2979], [-3.6366, 2.9625, -0.7238], [-3.5425, 3.9164, 0.3200], [-2.3519, 4.1625, 0.9279], [-1.2209, 3.4223, 0.5468], [-1.2512, 2.4802, -0.4528], [-0.0265, 1.7327, -0.6281], [0.9880, 2.5090, -0.9292], [0.8505, 3.7005, -1.6104], [1.3421, 4.9275, -1.0164], [-0.1509, 3.8756, -2.6327], [2.2688, 2.2635, -0.5472], [3.3998, 2.8671, -1.2381], [2.5807, 1.5274, 0.6687], [-2.4778, 2.2589, -1.1771], [-2.2729, 1.5271, -5.1521], [-3.0929, 0.9501, -6.2029], [-2.6237, 2.8936, -4.8322], [-1.2221, -1.5193, -3.1457], [0.2126, -1.9322, -4.1136], [-1.4049, -2.3703, -4.6902], [0.6204, -0.6768, -6.1758], [-0.3725, 0.7425, -6.5430], [-0.9801, -0.8894, -6.8875], [-4.0375, 0.3703, -3.5479], [-6.0316, 1.5365, -2.6719], [-5.7625, 3.2694, -0.9151], [-4.4436, 4.4378, 0.6208], [-2.2739, 4.8903, 1.7260], [-0.2965, 3.5465, 1.0955], [1.9952, 4.7106, -0.1740], [0.4988, 5.5238, -0.6495], [1.8976, 5.5231, -1.7465], [-0.4288, 2.8987, -3.0197], [0.2743, 4.4728, -3.4451], [-1.0458, 4.3852, -2.2548], [3.0857, 3.2606, -2.1987], [4.1668, 2.1154, -1.4074], [3.8424, 3.6797, -0.6524], [2.1968, 0.5126, 0.6635], [2.1824, 2.0443, 1.5420], [3.6637, 1.4719, 0.7603], [-2.9899, -0.1318, -6.2168], [-2.8248, 1.3441, -7.1875], [-4.1460, 1.1866, -6.0138], [-2.0115, 3.2704, -4.0203], [-3.6734, 2.9833, -4.5321], [-2.4582, 3.5178, -5.7143], [1.0097, -4.9635, 2.7459], [1.6431, -3.6498, 2.7996], [0.9187, -2.7193, 3.6462], [2.3227, -3.1657, 1.7037], [2.2172, -1.9442, 1.3242], [3.1620, -4.0728, 1.0462], [3.8882, -5.1141, 1.7320], [3.0186, -4.2338, -0.3856], [-0.0424, -4.8613, 2.4687], [1.0858, -5.4523, 3.7205], [1.4815, -5.5973, 2.0051], [1.1715, -2.8865, 4.6987], [-0.1591, -2.8556, 3.5243], [1.1419, -1.7010, 3.3530], [2.9141, -1.7601, 0.6079], [3.8842, -4.9259, 2.8034], [4.9256, -5.1262, 1.3841], [3.4734, -6.1150, 1.5561], [3.9923, -4.2432, -0.8849], [2.4277, -3.4121, -0.7861], [2.5038, -5.1724, -0.6300], [3.0003, -0.2351, 3.7634], [2.0371, 0.3736, 4.6590], [0.8041, 0.8302, 4.3203], [-0.0459, 0.8793, 2.7114], [0.2529, 1.3148, 5.4654], [1.1259, 1.1875, 6.5347], [1.0326, 1.5295, 7.8718], [2.1310, 1.2445, 8.6722], [3.2759, 0.6406, 8.1510], [3.3650, 0.2990, 6.8080], [2.2682, 0.5861, 6.0144], [2.5415, -0.3604, 2.7861], [3.2728, -1.2243, 4.1313], [3.8924, 0.3907, 3.6990], [-0.6731, 1.7059, 5.4672], [0.1447, 1.9957, 8.2779], [2.0967, 1.4952, 9.7240], [4.1107, 0.4325, 8.8067], [4.2497, -0.1728, 6.4014], [2.5117, 0.3149, -3.6339], [2.5145, -1.1401, -2.4352], [2.4228, -2.7508, -3.4138], [4.1837, -1.2537, -1.5717], [1.2999, -0.9956, -1.3711], [2.3248, -0.0126, -4.6590], [3.4619, 0.8539, -3.6346], [1.7110, 1.0106, -3.3617], [3.4033, -3.2361, -3.4211], [2.1329, -2.5967, -4.4547], [1.7075, -3.4516, -2.9765], [4.9657, -1.2903, -2.3382], [4.2649, -2.1759, -0.9869], [4.4107, -0.4245, -0.9059]],
  "forces_ev_per_angstrom": [[0.3, 0.1, -0.4], [-0.1, 0.0, 0.0], [0.2, 0.1, -0.1], [0.0, -0.4, 0.2], [-0.1, 0.0, 0.0], [0.0, 0.0, 0.0], [0.0, 0.0, 0.0], [0.0, 0.0, 0.0], [0.0, -0.1, 0.1], [0.1, 0.0, 0.0], [0.0, 0.0, 0.0], [0.2, 0.1, 0.2], [0.0, 0.0, 0.0], [0.0, 0.0, -0.2], [0.0, 0.0, 0.0], [0.0, 0.0, 0.0], [0.0, 0.0, 0.0], [0.0, 0.0, 0.0], [0.0, 0.0, 0.0], [0.0, 0.0, 0.0], [0.0, 0.2, -0.2], [0.0, 0.0, 0.0], [0.1, 0.0, 0.0], [-0.1, 0.0, -0.1], [0.0, 0.0, 0.0], [0.2, -0.2, -0.2], [0.0, 0.2, 0.2], [0.0, 0.0, 0.1], [-0.1, 0.0, 0.1], [0.1, -0.1, 0.0], [0.0, 0.0, 0.0], [0.0, 0.0, 0.0], [0.0, 0.0, 0.0], [0.0, 0.0, 0.0], [0.0, 0.0, 0.1], [-0.1, -0.2, 0.0], [-0.4, -0.1, -0.1], [0.2, 0.3, 0.3], [0.0, 0.1, -0.1], [0.0, 0.0, 0.0], [0.0, 0.0, 0.0], [0.1, -0.2, -0.2], [-0.1, -0.1, 0.1], [0.1, 0.1, -0.1], [0.0, 0.0, 0.0], [0.0, 0.1, -0.2], [0.0, 0.0, 0.0], [0.0, 0.0, 0.0], [0.1, 0.0, -0.2], [-0.1, 0.1, 0.0], [0.0, 0.0, 0.0], [0.0, 0.0, 0.0], [0.0, 0.0, 0.0], [0.0, 0.0, 0.0], [0.0, 0.0, 0.0], [0.0, 0.0, 0.0], [0.0, 0.0, 0.0], [0.0, 0.0, 0.0], [0.0, 0.0, 0.0], [0.0, 0.0, 0.0], [-0.1, 0.0, 0.0], [0.0, 0.0, 0.0], [0.0, 0.0, 0.0], [0.1, 0.0, 0.0], [0.0, 0.0, 0.0], [0.0, 0.0, 0.0], [0.0, 0.0, 0.0], [0.1, -0.1, 0.0], [0.0, 0.0, 0.0], [0.0, -0.1, 0.0], [0.0, 0.0, 0.0], [0.1, 0.0, 0.0], [0.0, 0.0, 0.0], [0.0, 0.0, 0.0], [0.0, 0.0, 0.0], [-0.1, 0.0, -0.1], [0.0, 0.0, 0.0], [0.0, 0.0, 0.0], [0.0, 0.0, 0.1], [0.0, 0.0, 0.0], [-0.1, 0.0, 0.0], [-0.1, -0.1, 0.0], [0.1, 0.2, -0.1], [-0.1, -0.1, 0.0], [0.0, 0.0, 0.0], [-0.1, -0.1, 0.0], [0.1, 0.0, 0.0], [0.0, 0.0, 0.0], [0.0, 0.0, -0.1], [0.0, 0.0, 0.0], [0.0, 0.0, 0.0], [-0.1, -0.1, 0.0], [0.0, 0.0, 0.0], [0.0, 0.0, 0.0], [0.0, 0.0, 0.0], [0.0, 0.0, 0.0], [0.0, 0.0, 0.0], [0.0, -0.1, 0.1], [0.0, 0.0, 0.0], [0.1, 0.2, 0.1], [0.1, 0.0, 0.0], [0.2, -0.1, 0.1], [-0.4, 0.3, 0.3], [0.0, 0.0, 0.0], [-0.1, 0.0, 0.0], [0.0, 0.0, 0.0], [0.0, 0.0, 0.0], [0.0, 0.0, 0.0], [0.0, 0.0, 0.0], [0.0, -0.1, -0.1], [0.1, 0.0, 0.0], [0.0, 0.0, 0.0], [0.0, 0.0, 0.0], [0.0, 0.0, 0.0], [0.0, 0.0, 0.0], [0.0, 0.0, 0.0], [0.0, 0.0, 0.0], [0.0, 0.0, 0.0], [0.0, 0.1, 0.0], [-0.2, -0.1, 0.0], [0.0, -0.1, -0.1], [0.1, 0.0, 0.0], [-0.4, 0.0, 0.3], [0.0, 0.0, 0.0], [0.0, 0.0, 0.0], [0.0, 0.0, 0.0], [0.0, 0.0, 0.0], [0.0, 0.0, 0.0], [0.0, 0.0, 0.0], [0.0, 0.0, 0.0], [0.0, 0.2, -0.1], [0.0, 0.2, 0.1]],
  "lumo_ev": 0.26,
  "multiplicity": 1,
  "e_tot_ev": -169340.263
}